Record 1
This record from the Open Molecules 2025 dataset describes a structure of composition C16H32N8O3PS2Zn. The level of theory is ωB97M-V with the def2-TZVPD basis set.

Results
E_LUMO: -2.264 eV
Charge: +1
Highest occupied orbital energy: -11.200 eV
Energy: -114547.9932 eV
Spin multiplicity: 1

XYZ file:
```
63
Properties=species:S:1:pos:R:3:forces:R:3:mulliken_charge:R:1
Zn -0.9655 0.3964 -0.1424 -0.14 -0.50 -0.14 0.486
C 4.4726 0.6087 -0.8473 -0.29 0.11 0.00 -1.000
N 3.7670 0.8379 -2.1120 -0.02 -0.02 -0.03 0.077
C 3.7267 2.2801 -2.3765 -0.18 -0.13 0.23 -0.904
N 3.1049 3.0446 -1.2908 -0.01 -0.01 -0.05 0.114
C 3.8247 2.7649 -0.0458 -0.17 -0.20 -0.12 -0.883
N 3.8834 1.3366 0.2813 -0.05 -0.04 0.03 0.087
C 2.5666 0.8055 0.6311 0.15 0.12 -0.30 -1.176
P 1.3626 0.9628 -0.7828 0.10 0.24 0.24 1.644
C 2.4351 0.2376 -2.1247 0.01 0.16 0.15 -0.970
C 1.6779 2.7543 -1.1773 0.18 -0.19 -0.01 -1.054
H 5.5030 0.9396 -0.9679 0.04 0.03 -0.02 0.305
H 4.4744 -0.4589 -0.6239 0.01 -0.02 0.00 0.408
H 3.1862 2.4632 -3.3052 -0.02 0.00 -0.02 0.397
H 4.7504 2.6303 -2.4948 0.06 0.01 -0.01 0.336
H 3.3457 3.3004 0.7748 -0.01 0.01 0.02 0.397
H 4.8442 3.1333 -0.1523 0.04 0.00 -0.01 0.313
H 2.1619 1.3342 1.4907 -0.02 0.07 0.09 0.343
H 2.6642 -0.2429 0.9098 0.04 -0.06 0.03 0.571
H 1.9559 0.4248 -3.0852 0.00 -0.02 -0.10 0.426
H 2.5109 -0.8418 -1.9926 0.06 -0.04 0.00 0.474
H 1.2270 3.3702 -0.4034 -0.02 0.08 0.09 0.374
H 1.1809 2.9898 -2.1173 -0.06 0.06 -0.08 0.485
N -2.1884 4.0437 3.0017 0.13 -0.21 -0.07 -0.611
C -1.2857 2.9390 3.3250 -0.14 0.22 -0.11 -0.415
C -0.8180 2.2909 2.0411 0.08 -0.19 -0.06 0.360
O -0.9669 3.0389 0.9590 0.19 -0.33 0.20 -0.300
O -0.3425 1.1652 1.9770 -0.17 0.49 -0.18 -0.644
H -2.1671 4.7734 3.6985 0.06 0.06 0.00 0.227
H -3.1450 3.7235 2.9163 -0.05 -0.02 0.03 0.218
H -1.4698 3.8315 1.2652 -0.09 0.22 0.03 0.446
H -1.7021 2.1674 3.9653 -0.05 -0.14 0.09 0.293
H -0.3927 3.3296 3.8126 0.05 0.00 0.08 0.377
C -5.3079 0.4912 -2.6486 0.12 0.13 0.17 -0.747
O -4.9076 0.5789 -1.2582 0.10 -0.12 -0.13 -0.259
C -3.6338 0.6032 -0.9451 -0.23 0.14 -0.04 0.462
S -2.4117 0.6100 -2.1215 0.25 0.05 0.01 -0.463
S -3.2652 0.6234 0.7184 0.04 0.03 -0.13 -0.431
H -6.3487 0.2026 -2.6297 -0.15 -0.02 0.06 0.259
H -4.7106 -0.2490 -3.1714 0.04 -0.08 0.02 0.384
H -5.1903 1.4624 -3.1221 0.04 0.05 0.01 0.316
C 0.5174 -2.2604 -0.0136 -0.18 -0.15 0.09 -0.710
N 0.5994 -3.6904 0.2088 -0.15 0.03 0.05 0.197
C 0.1953 -3.9678 1.5985 -0.11 0.10 -0.16 -0.651
N -1.1683 -3.4979 1.8689 0.04 0.01 -0.13 0.084
C -1.2355 -2.0676 1.6333 0.15 -0.17 -0.09 -0.878
N -0.8583 -1.7198 0.2205 0.11 -0.03 -0.05 1.219
C -1.7907 -2.4711 -0.6906 0.11 -0.23 0.30 -0.882
N -1.7263 -3.9055 -0.4612 0.06 0.15 0.08 0.128
C -0.3514 -4.3629 -0.6927 -0.05 0.18 0.14 -0.621
C -2.0837 -4.1750 0.9399 0.14 0.14 -0.08 -0.744
H 0.8011 -2.0336 -1.0420 -0.01 0.00 -0.07 0.070
H 1.1970 -1.7548 0.6731 0.02 0.03 0.02 0.090
H 0.8893 -3.4745 2.2797 0.02 0.03 0.01 0.302
H 0.2420 -5.0415 1.7689 0.00 -0.05 0.01 0.368
H -0.5504 -1.5479 2.3035 0.03 0.03 0.02 0.225
H -2.2451 -1.7068 1.8093 -0.09 0.01 0.00 0.314
H -1.5241 -2.2442 -1.7187 0.07 0.01 -0.12 0.226
H -2.7998 -2.1127 -0.4989 -0.08 0.04 0.02 0.224
H -0.0743 -4.1512 -1.7260 0.01 0.00 -0.03 0.308
H -0.2965 -5.4378 -0.5291 0.00 -0.02 0.02 0.351
H -2.0432 -5.2477 1.1180 0.01 -0.05 0.00 0.323
H -3.0999 -3.8265 1.1220 -0.04 0.01 0.00 0.338
```
Positions in Å, forces in eV/Å.

Record 2
This record from the Open Molecules 2025 dataset describes a structure of composition C16H32NNiOPSi. The level of theory is ωB97M-V with the def2-TZVPD basis set.

Results
ΔE to the lowest compared entry with this formula, charge and spin: 52.9 kJ/mol
E_LUMO (spin up / spin down): -0.097 / -0.733 eV
Highest occupied orbital energy (spin up / spin down): -7.358 / -7.360 eV
Energy: -78856.2748 eV
⟨S²⟩: 2.009
Spin multiplicity: 3

XYZ file:
```
53
Properties=species:S:1:pos:R:3:forces:R:3:mulliken_spin:R:1
C 3.5631 2.6517 -0.6431 0.13 -0.02 0.19 -0.015
C 2.2003 2.9116 -0.7213 -0.23 -0.40 0.15 0.036
C 1.2569 1.9991 -0.2049 0.70 0.46 -0.15 -0.094
C 1.7203 0.8867 0.5064 0.21 -0.18 -0.23 0.262
C 3.0887 0.5806 0.5066 0.44 0.92 -0.31 -0.080
C 4.0140 1.4745 -0.0479 -0.16 -0.24 -0.07 0.016
C -0.1946 2.2479 -0.4804 -0.59 0.30 -0.12 0.033
C -0.4657 2.5010 -1.9850 -0.28 -0.19 -0.17 0.000
N 0.0818 1.4948 -2.8578 0.88 -0.44 0.73 0.002
Ni 0.7140 -0.1397 1.8250 -1.74 2.46 0.19 1.622
C 3.5469 -0.7229 1.1032 -0.01 -0.31 0.58 0.027
P 2.0282 -1.6717 1.4829 1.32 -1.24 -0.72 0.100
H 1.8467 3.8303 -1.1922 0.14 -0.25 0.02 0.001
H 5.0762 1.2333 -0.0041 -0.17 0.12 -0.11 0.002
H 4.2802 3.3660 -1.0511 -0.19 -0.19 0.11 -0.001
H 4.0991 -0.5950 2.0462 0.02 0.05 -0.23 -0.005
H 4.1642 -1.3208 0.4214 0.05 0.20 0.10 0.002
H -0.8325 1.4302 -0.1287 0.30 0.23 -0.18 0.002
H -0.5182 3.1532 0.0554 -0.05 -0.14 -0.04 -0.003
H -1.5614 2.5435 -2.1419 0.18 0.37 0.20 0.000
C 2.4738 -2.8999 2.7040 0.31 -0.46 0.14 0.022
C 1.6992 -2.5628 -0.0505 -0.18 -0.28 -0.03 -0.015
H -0.0249 3.4674 -2.2705 -0.27 -0.23 0.00 0.001
C 0.8295 1.9031 -4.0084 -0.18 0.25 0.02 0.000
C -0.5530 0.2058 -2.9193 -0.21 0.12 -0.26 0.001
H -0.7890 0.1623 1.4866 1.90 0.62 1.99 0.254
H 0.1995 2.4020 -4.7685 0.14 -0.07 -0.12 0.000
H 1.6169 2.6092 -3.7033 -0.10 -0.19 -0.20 0.000
H 1.2909 1.0177 -4.4657 -0.01 0.29 0.05 0.000
H -1.3898 0.1971 -3.6469 -0.01 -0.12 0.17 0.000
H 0.1833 -0.5334 -3.2735 -0.23 0.06 0.21 0.000
H -0.9487 -0.0942 -1.9383 0.12 0.06 -0.24 -0.002
H 2.6491 -2.9037 -0.4752 -0.23 -0.09 -0.02 0.001
H 1.0587 -3.4158 0.2028 0.10 0.11 -0.28 0.003
H 1.1774 -1.9103 -0.7588 0.13 -0.13 0.15 0.004
H 3.4680 -3.3081 2.4852 -0.22 -0.12 0.19 0.011
H 2.4609 -2.4355 3.6964 0.08 -0.21 -0.18 -0.003
H 1.7139 -3.6869 2.6572 0.22 0.01 0.20 0.002
H -1.4394 -0.0874 0.9725 -2.68 -1.33 -2.74 -0.199
C -3.0453 -0.5758 3.0137 -0.10 0.00 0.12 0.013
Si -3.4885 -0.9704 1.2172 0.20 0.13 -0.25 -0.016
C -3.6288 -2.8351 1.0333 -0.16 -0.07 0.00 0.001
C -5.1201 -0.1425 0.8120 -0.13 -0.06 -0.06 0.001
O -2.3057 -0.4067 0.2240 0.59 0.22 1.15 0.014
H -3.9563 -0.3822 3.5986 0.25 -0.07 -0.05 0.000
H -2.4014 0.3127 3.0649 -0.26 -0.15 0.08 -0.004
H -2.5053 -1.4095 3.4840 -0.09 0.18 -0.04 0.002
H -4.5433 -3.2131 1.5102 0.17 -0.03 -0.09 0.000
H -3.6520 -3.1086 -0.0294 -0.05 0.03 0.18 0.000
H -2.7673 -3.3409 1.4907 -0.15 0.11 -0.08 0.000
H -4.9991 0.9481 0.7663 -0.01 -0.22 0.03 0.000
H -5.4866 -0.4819 -0.1656 0.02 0.10 0.16 0.001
H -5.8846 -0.3754 1.5658 0.10 0.04 -0.16 0.000
```
Positions in Å, forces in eV/Å.